# 1
C8H15ClIIrNO2P as an isolated structure. Source: the Open Molecules 2025 dataset; level of theory: ωB97M-V/def2-TZVPD.

Element x y z (Å)
H: 1.7873 -0.9302 -2.5931
C: 1.0069 -0.5521 -1.9169
H: 0.0605 -1.0686 -2.1143
H: 3.1233 0.9025 -0.1014
C: -0.0016 0.0625 5.9498
C: -0.3604 -1.8418 1.9647
I: -2.0147 2.2546 -2.4196
H: 0.8146 -3.1895 -0.3180
H: -4.1753 3.8685 -4.2719
H: -3.0310 3.0765 -5.3974
H: -0.0049 1.0671 6.3960
P: 1.5013 -0.8773 -0.2063
H: 0.8610 0.5245 -2.0586
H: 0.8942 -0.4895 6.2797
Ir: 0.2802 -0.1556 1.4662
H: 3.5787 -0.4537 0.9604
H: -4.7563 2.6144 -5.4022
C: 1.7636 -2.6770 -0.1328
H: -0.9019 -0.4879 6.2668
O: -0.8389 -2.8332 2.3662
C: -3.6577 1.8537 -3.7545
C: -3.9162 2.9295 -4.7711
H: 2.1319 -2.9647 0.8570
H: 3.8354 -0.5868 -0.8046
H: 2.4924 -2.9859 -0.8898
C: 0.0151 0.1762 4.5049
Cl: 0.4876 1.9300 0.4149
N: 0.0947 0.2083 3.3490
O: -4.2488 0.8125 -3.5997
C: 3.1790 -0.1872 -0.0236

## Properties
Energy in eV: -46839.1956
HOMO (spin up / spin down) in eV: -16.94 / -20.19
Multiplicity: 6
Net charge: +3
Max |F| in eV Å⁻¹: 8.97
LUMO level (spin up / spin down) in eV: -10.042 / -15.182

Mulliken atomic charge list, values in e, 8 entries: 0.388 -0.930 0.385 0.426 -0.800 0.218 0.606 0.429


# 2
C8H15ClINOPRhS as an isolated structure. Source: the Open Molecules 2025 dataset; level of theory: ωB97M-V/def2-TZVPD.

Element x y z (Å)
C: 0.3175 -2.0730 -2.3921
H: -2.5359 -1.6181 -1.9978
C: -2.2346 1.2147 1.2291
H: 3.9013 -0.1599 0.4891
H: 0.7741 1.5239 2.8701
H: -1.5197 0.0270 -3.5660
Cl: 2.8510 -0.1891 -1.9400
H: 2.8435 2.0222 4.4273
I: -3.4283 -0.9863 3.3211
H: 0.7239 -2.6978 -1.5775
P: -0.4239 -0.6271 -1.5408
O: -0.1005 -0.4574 1.7169
N: 2.1424 0.6864 1.3663
H: 1.1543 -1.7074 -3.0022
C: 2.8830 1.5320 3.4214
H: -3.1741 0.6730 1.4990
C: -0.8165 0.3587 1.0922
H: -0.4511 -2.5872 -2.9710
H: -2.3579 1.6464 0.1633
C: -0.9526 0.5627 -2.8119
C: 3.4537 0.4220 1.3005
C: 1.7943 1.3224 2.5608
H: -2.3049 2.2270 1.6712
S: 4.3570 0.8634 2.7145
H: -1.5920 1.3370 -2.3960
H: -0.0939 1.0329 -3.2753
H: -2.6768 -0.5976 -0.5480
H: -1.9039 -2.1936 -0.4320
C: -2.0542 -1.3224 -1.0658
Rh: 1.4248 -0.2348 -0.3265

## Properties
Energy in eV: -55810.4296
HOMO (spin up / spin down) in eV: -15.68 / -15.34
Multiplicity: 5
Net charge: +2
Max |F| in eV Å⁻¹: 6.44
LUMO level (spin up / spin down) in eV: -9.733 / -9.927

Mulliken atomic charge list, values in e, 8 entries: -1.302 0.464 -1.108 0.406 0.378 0.461 -0.341 0.383


# 3
An isolated ion of composition C8H15N2O and charge +1. Source: the Open Molecules 2025 dataset; level of theory: ωB97M-V/def2-TZVPD.

Element x y z (Å)
H: 1.8594 1.4541 1.0906
H: -0.3413 2.2852 1.7070
C: -3.3536 -1.4879 -1.0559
N: -1.4422 0.7772 0.9524
H: 2.8643 0.2408 1.5745
H: 1.7579 1.7148 -1.0210
O: -0.8430 -0.9219 -0.7994
N: -2.4131 0.2473 0.4406
C: -0.0094 -0.2708 -0.2320
C: 1.9915 -1.6680 -0.3673
C: 1.8699 0.4172 1.2057
C: -2.3016 -0.6543 -0.3676
H: -2.0831 2.4448 2.1681
H: -4.2128 -0.7898 -1.2359
H: -1.5367 2.8979 0.6551
H: 3.0475 -1.8344 -0.0124
H: 3.1583 0.6093 -0.9512
H: 1.5595 -2.4086 0.2839
C: 1.4487 -0.2205 -0.1139
H: 1.6962 -1.8878 -1.3864
H: -3.5793 -2.3164 -0.4603
C: 2.0507 0.7199 -1.1960
H: 1.0404 0.2520 1.9807
H: -2.9411 -2.0163 -1.9609
C: -1.3201 2.1072 1.3363
H: 2.0331 0.3089 -2.2345

## Properties
Energy in eV: -13554.9433
HOMO (spin up / spin down) in eV: -12.97 / -12.97
Net charge: +1
Max |F| in eV Å⁻¹: 5.46
LUMO level (spin up / spin down) in eV: -4.243 / -4.244

Mulliken atomic charge list, values in e, 8 entries: 0.429 0.297 -1.073 0.169 0.405 0.447 -0.244 -0.351


# 4
A 2-piece molecular cluster, C8H15N2O2 overall. Source: the Open Molecules 2025 dataset; level of theory: ωB97M-V/def2-TZVPD.

Element x y z (Å)
N: 2.8815 0.0821 -0.1135
C: 2.5813 1.4027 0.0465
H: -4.0417 2.2119 0.1945
H: -1.4455 -3.6921 -0.2067
H: -2.6507 2.0396 1.2606
H: -3.2430 0.4951 -1.3287
N: 0.7492 0.2155 0.2386
O: -1.3807 0.3125 -0.5953
H: 0.6250 2.3494 0.4400
H: -2.4687 -2.5818 0.7356
C: -0.6254 -0.1174 0.3989
C: 4.1902 -0.4462 -0.3873
H: 4.3245 -0.6000 -1.4616
C: -2.9844 1.9725 0.2276
H: -2.0969 -2.2474 -1.0004
C: -1.7042 -2.6369 -0.0521
C: 1.7603 -0.6191 0.0009
C: 1.2424 1.4915 0.2661
H: -2.4535 2.7097 -0.3723
H: -3.1903 -0.1867 0.3172
H: 1.6329 -1.6838 -0.0708
H: 4.9468 0.2542 -0.0384
H: 3.3187 2.1792 -0.0062
C: -2.7762 0.5791 -0.3453
H: 4.3252 -1.4023 0.1179
O: -0.5176 -2.0395 0.3142
H: -0.9992 -0.0420 1.4200

## Properties
Energy in eV: -15606.1038
HOMO in eV: -12.93
Net charge: +1
Max |F| in eV Å⁻¹: 4.30
LUMO level in eV: -2.907

Mulliken atomic charge list, values in e, 8 entries: 0.153 -0.390 0.417 0.291 0.317 0.344 0.187 -0.326


# 5
An isolated ion of composition C8H15N2O2 and charge +1. Source: the Open Molecules 2025 dataset; level of theory: ωB97M-V/def2-TZVPD.

Element x y z (Å)
H: -3.3175 0.1520 0.5480
H: 0.2589 2.0203 -1.5333
N: -2.4528 -0.4454 0.2944
H: 2.7031 1.1435 0.8716
O: 2.8890 -0.9250 0.6092
H: 4.1655 -0.9460 -1.0789
N: -3.9745 -2.0592 -0.4253
H: -1.0528 0.1742 1.7273
C: 0.2075 1.7341 -0.4876
H: -1.9601 -2.2017 -0.7447
H: 0.7814 2.4987 0.0967
C: 2.0884 0.2443 0.7827
H: 4.7467 -0.0419 0.1112
H: 1.4251 -0.0913 -1.1775
H: 4.6221 -1.9059 0.4023
C: -2.7418 -1.6152 -0.3032
C: -1.2420 0.0870 0.7257
C: -2.2697 2.3826 0.0399
H: -4.7987 -1.5943 -0.2213
H: -4.0385 -3.0675 -0.4978
O: -0.1984 -0.5239 0.1306
H: 1.5671 0.0385 1.7582
C: -1.1877 1.5919 -0.0130
C: 4.1750 -0.9309 0.0010
C: 0.9015 0.3205 -0.2416
H: -3.2524 2.1590 0.4634
H: -2.4251 3.2610 -0.5355

## Properties
Energy in eV: -15600.7680
HOMO (spin up / spin down) in eV: -10.03 / -12.47
Multiplicity: 3
Net charge: +1
Max |F| in eV Å⁻¹: 6.16
LUMO level (spin up / spin down) in eV: -2.848 / -7.763

Mulliken atomic charge list, values in e, 8 entries: 0.283 0.329 -0.109 0.469 -0.312 0.296 -0.249 0.406


# 6
An isolated ion of composition C8H15N3O and charge +2. Source: the Open Molecules 2025 dataset; level of theory: ωB97M-V/def2-TZVPD.

Element x y z (Å)
C: -1.4172 -1.4505 -0.2127
N: 1.0669 0.4212 0.8474
H: -0.8396 -2.3350 -0.3857
H: 0.8755 -0.3757 -2.5510
H: 2.3649 0.1848 -0.8351
H: -0.1748 -1.7210 -2.2720
H: -1.7862 -0.0714 -2.6694
H: -2.2672 1.0931 -1.6184
C: -1.4639 0.4868 -1.9601
N: -1.0840 1.1658 2.3184
C: -0.2137 0.4555 0.2339
N: -0.1097 0.7917 2.9350
C: 1.1049 0.5136 2.1721
H: -2.2926 -1.4751 -0.7913
C: -0.5801 -0.2966 -0.8999
C: 0.4362 -1.0229 -1.7262
H: -2.1850 0.9009 0.4978
O: 2.1920 0.3586 2.8209
H: -1.3536 2.3731 0.6239
C: -1.2273 1.2213 0.9106
H: 1.9935 0.4857 3.7741
C: 2.3472 0.1357 0.2114
H: -1.7051 -1.3350 0.9231
H: -0.8006 1.1966 -2.3765
H: 1.0539 -1.6625 -1.0951
H: 3.2641 0.7981 0.5890
H: 2.8015 -0.8368 0.5359

## Properties
SMILES: C[N+]1=C(C(C)(C)C)CN=[N+]=C1O
Energy in eV: -15034.3170
HOMO in eV: -18.74
Net charge: +2
Max |F| in eV Å⁻¹: 6.92
LUMO level in eV: -10.866

Mulliken atomic charge list, values in e, 8 entries: -1.282 0.309 0.436 0.402 0.444 0.587 0.677 0.393


# 7
An isolated ion of composition C8H15N3O2S2 and charge +2. Source: the Open Molecules 2025 dataset; level of theory: ωB97M-V/def2-TZVPD.

Element x y z (Å)
H: 3.7350 1.5113 0.6467
H: -3.4848 -1.0815 -0.2747
H: -4.2712 1.9448 -0.7354
C: -1.8006 -1.6534 0.9043
C: 0.4242 2.1158 0.2223
C: 2.4888 0.1285 -1.6756
H: -2.1743 -2.6609 0.7180
H: -1.8911 -1.4424 1.9690
N: 2.5348 0.0526 -0.2203
S: -2.9549 2.0903 -0.4407
H: 3.3812 -1.0186 1.3689
N: 0.0170 0.8256 0.5055
C: 0.4688 -0.3027 0.4590
O: -0.3862 2.9392 -0.0805
C: -2.8425 0.6859 0.7773
H: -3.7702 0.6297 1.3436
H: 1.8015 0.9132 -1.9956
C: -2.5430 -0.6298 0.0428
C: 1.9163 2.3492 0.5390
N: 2.7660 1.2921 0.3979
H: 4.4830 -0.7280 0.0062
H: 2.1590 -0.8287 -2.0775
C: 3.4475 -0.9574 0.2819
S: 0.0243 -1.8692 0.5636
H: -2.0304 0.9593 1.4495
H: -3.1703 3.0913 0.4371
H: -1.9730 -0.4275 -0.8658
H: 3.4806 0.3528 -2.0825
H: 3.1860 -1.9223 -0.1504
O: 2.2541 3.3874 1.0269

## Properties
Energy in eV: -38754.7626
HOMO in eV: -16.66
Net charge: +2
Max |F| in eV Å⁻¹: 2.68
LUMO level in eV: -8.384

Mulliken atomic charge list, values in e, 8 entries: 0.289 0.463 0.340 -0.741 0.499 -0.867 0.443 0.457


# 8
C8H15N3O4 in the gas phase. Source: the Open Molecules 2025 dataset; level of theory: ωB97M-V/def2-TZVPD.

Element x y z (Å)
N: 0.5172 -1.6620 2.3906
C: 0.9424 -0.3813 1.8828
N: -1.2807 -0.2128 0.9706
C: 0.0048 0.3320 1.0872
H: -3.1898 -0.1677 0.0689
C: 2.4112 -0.3503 -1.5650
H: 0.7639 -1.2394 -0.6005
H: -2.6079 0.3644 -3.0429
C: -2.0663 0.3138 -1.4477
H: -1.4025 -1.0920 1.4244
H: 0.8291 -2.3839 1.7299
H: -1.8074 2.4939 0.3097
O: 3.3468 -0.7076 -2.2147
N: 1.8208 0.6772 -2.1370
H: -3.1051 1.8633 1.4553
C: -2.6256 1.8141 0.3700
O: -3.0223 0.8370 -2.2044
C: -2.2227 0.4624 0.0603
H: 1.3444 0.3757 2.5528
H: 2.6949 0.5951 0.8450
O: 0.3117 1.2417 0.3442
H: -3.5053 2.1343 -0.3396
H: 0.9021 1.0664 -1.9524
C: 2.2493 -0.5027 0.9815
H: 2.8547 -1.3045 1.4672
H: 2.2205 -2.1590 -0.5610
H: 0.6783 -1.9379 3.3553
O: -1.2525 -0.5115 -1.9925
C: 1.8557 -1.1218 -0.4012
H: 2.3403 1.1631 -2.8366

## Properties
SMILES: C[C@H](NC(=O)[C@@H](N)CCC(N)=O)C(=O)O
Energy in eV: -21198.7929
HOMO in eV: -8.87
Net charge: 0
Max |F| in eV Å⁻¹: 5.44
LUMO level in eV: 0.478

Mulliken atomic charge list, values in e, 8 entries: -0.653 0.575 -0.071 -0.192 0.308 -0.038 0.229 0.411


What is the energy in the fifth record?
-15600.7680 eV